{
  "formula": "C6H8FNO3",
  "method": "ωB97M-V/def2-TZVPD",
  "species": ["C", "C", "C", "C", "C", "C", "N", "O", "O", "O", "F", "H", "H", "H", "H", "H", "H", "H", "H"],
  "xyz": [[-0.405, -1.214, -0.882], [1.723, 1.090, 0.223], [0.683, 1.471, -0.920], [-0.877, -0.180, -0.213], [1.671, -0.439, 0.430], [-1.830, -0.491, 0.840], [-0.060, -2.248, -1.400], [-0.606, 1.128, -0.500], [2.296, -1.318, -0.137], [-3.188, -0.048, 0.418], [1.204, -0.712, 1.661], [2.651, 1.522, -0.130], [1.421, 1.501, 1.216], [0.638, 2.572, -1.083], [1.042, 1.056, -1.880], [-1.704, -0.057, 1.856], [-1.943, -1.524, 0.934], [0.619, -2.923, -1.215], [-3.335, 0.815, 0.784]],
  "mulliken_spin": [0.62, -0.01, 0.02, 0.39, 0.05, 0.04, 0.62, 0.12, 0.08, 0.04, 0.01, 0.00, 0.00, 0.01, -0.01, 0.02, 0.00, 0.01, 0.00],
  "homo_energy_ev": [-5.37, -10.75],
  "de_lowest_kj_mol": 0.0,
  "orbital_gap_ev": [5.92, 8.80],
  "multiplicity": 3,
  "e_lumo_ev": [0.55, -1.95]
}

***

{
  "formula": "C6H8FeO6",
  "method": "ωB97M-V/def2-TZVPD",
  "species": ["H", "O", "C", "C", "C", "C", "O", "C", "O", "O", "H", "H", "H", "H", "H", "H", "H", "O", "C", "O", "Fe"],
  "xyz": [[-0.278, -0.786, 1.012], [-0.676, 2.134, 1.602], [-0.802, 1.037, 1.062], [0.318, 0.135, 0.650], [0.502, 0.034, -0.864], [0.926, -1.329, -1.369], [2.222, -1.658, -0.849], [2.761, -2.788, -1.269], [2.285, -3.541, -2.085], [3.833, -3.047, -0.529], [-1.830, 0.643, 0.894], [1.240, 0.356, 1.200], [1.218, 0.795, -1.206], [-0.450, 0.251, -1.375], [0.982, -1.327, -2.465], [0.214, -2.105, -1.056], [4.186, -3.913, -0.771], [-3.463, 2.221, 2.114], [-3.401, 3.373, 1.972], [-3.919, 4.412, 1.759], [-5.869, 5.102, 1.572]],
  "mulliken_spin": [0.01, 0.75, 0.01, 0.12, 0.00, 0.02, 0.00, 0.00, 0.00, 0.00, 0.07, 0.01, 0.00, 0.00, 0.01, 0.00, 0.00, 0.03, 0.10, -0.11, 4.98],
  "homo_energy_ev": [-15.42, -15.40],
  "total_charge": 2,
  "de_lowest_kj_mol": 0.0,
  "orbital_gap_ev": [6.63, 2.95],
  "multiplicity": 7,
  "e_lumo_ev": [-8.79, -12.45]
}

***

{
  "formula": "C6H8HgO6",
  "method": "ωB97M-V/def2-TZVPD",
  "species": ["O", "C", "O", "O", "C", "C", "C", "C", "Hg", "H", "H", "H", "H", "H", "H", "O", "C", "O", "H", "O", "H"],
  "xyz": [[-0.886, -3.604, 1.480], [-0.883, -2.406, 1.165], [-1.585, -1.638, 1.991], [-0.403, -1.985, 0.057], [-0.702, -0.659, -0.482], [-0.297, 0.444, 0.441], [-1.100, 1.481, 0.707], [-0.733, 2.573, 1.664], [-2.382, -3.411, 2.759], [-1.765, -0.624, -0.750], [-0.106, -0.640, -1.401], [0.726, 0.414, 0.829], [-2.117, 1.516, 0.302], [-0.526, 3.489, 1.096], [0.144, 2.316, 2.269], [-1.814, 2.941, 2.538], [-2.134, 2.237, 3.602], [-2.324, 2.772, 4.685], [-1.393, 1.094, 4.768], [-1.481, 1.082, 3.714], [-1.368, -0.608, 2.143]],
  "nbo_charge": [-0.66, 1.02, -0.83, -0.37, -0.12, -0.32, -0.10, -0.12, 1.70, 0.23, 0.27, 0.25, 0.24, 0.26, 0.22, -0.46, 0.95, -0.55, 0.55, -0.78, 0.62],
  "homo_energy_ev": -16.66,
  "total_charge": 2,
  "de_lowest_kj_mol": 274.0,
  "orbital_gap_ev": 3.81,
  "multiplicity": 1,
  "e_lumo_ev": -12.85
}